Molecular formula: C16H32F9NO8
Method: DFT, ωB97M-V with the def2-TZVPD basis set

CARTESIAN COORDINATES (ANGSTROEM)
F (0.404, 2.678, 3.851)
F (-4.737, -2.522, -2.146)
F (-2.773, -2.433, -2.661)
F (0.405, 1.773, 1.947)
F (-3.702, -0.658, -2.089)
F (4.792, -2.170, -3.223)
F (3.993, -4.182, -3.034)
F (2.184, 2.448, 2.725)
F (2.814, -2.554, -3.896)
O (1.735, -2.894, -1.103)
O (-1.752, -2.113, -0.048)
O (0.787, 0.005, 4.867)
O (3.225, -1.236, -1.202)
O (0.533, 3.145, -2.754)
O (-3.577, -3.544, 0.255)
O (1.534, -0.682, 2.783)
O (0.589, -0.625, 0.114)
N (-2.302, 2.823, -5.038)
C (4.187, -0.722, -0.245)
C (3.093, -2.612, -1.417)
C (0.992, 0.555, 6.173)
C (-0.735, 2.745, -3.192)
C (-1.028, 3.414, -4.582)
C (1.560, 0.356, 3.711)
C (-3.168, -2.210, -0.203)
C (3.703, -2.867, -2.900)
C (-5.887, -3.843, 1.065)
C (-3.628, -1.949, -1.726)
C (-1.191, 4.893, -4.551)
C (1.112, 1.831, 3.120)
C (-4.399, -3.695, 1.435)
C (3.884, 0.754, -0.085)
C (0.724, 2.743, -1.357)
C (1.590, -0.403, 7.179)
H (-2.412, 2.951, -6.034)
H (4.061, -1.215, 0.719)
H (-0.349, -0.827, 0.077)
H (-3.091, 3.193, -4.528)
H (3.834, -3.144, -0.820)
H (1.054, -1.343, -0.323)
H (-0.318, 5.297, -4.039)
H (-6.457, -4.025, 1.976)
H (5.191, -0.786, -0.666)
H (-3.656, -1.380, 0.309)
H (3.607, 1.188, -1.045)
H (-4.293, -2.844, 2.107)
H (-6.023, -4.685, 0.385)
H (1.225, 1.619, 6.115)
H (2.562, 0.423, 4.135)
H (0.898, -0.530, 1.018)
H (4.690, 1.300, 0.405)
H (1.275, -1.415, 6.926)
H (-0.275, 3.040, -5.274)
H (1.384, 3.433, -0.831)
H (-1.941, 5.184, -3.815)
H (1.286, 1.812, -1.284)
H (-6.411, -3.033, 0.559)
H (2.677, -0.331, 7.142)
H (-0.039, 0.699, 6.497)
H (2.990, 0.840, 0.533)
H (-0.188, 2.697, -0.761)
H (-1.584, 3.152, -2.641)
H (1.362, -0.110, 8.204)
H (-0.770, 1.665, -3.338)
H (-3.978, -4.523, 2.006)
H (-1.272, 5.448, -5.486)

Values from the calculation:
HOMO (eV): -2.0
E_LUMO (eV): 4.33
ΔE to the lowest compared entry with this formula, charge and spin (kcal per mole): 0.0
Charge: -2
Orbital gap (eV): 6.32
Electronic energy (hartree): -2184.1864

Taken from the Mulliken analysis, the atomic charges in e are:
1 F -0.310
2 F -0.313
3 F -0.299
4 F -0.280
5 F -0.309
6 F -0.281
7 F -0.298
8 F -0.309
9 F -0.289
10 O -0.927
11 O -0.872
12 O -0.344
13 O -0.273
14 O -0.377
15 O -0.345
16 O -0.907
17 O 0.248
18 N -0.620
19 C -0.349
20 C 0.006
21 C -0.401
22 C -0.567
23 C 0.168
24 C 0.021
25 C -0.188
26 C 0.805
27 C -1.035
28 C 0.799
29 C -1.338
30 C 0.861
31 C -0.322
32 C -0.748
33 C -0.473
34 C -1.107
35 H 0.224
36 H 0.375
37 H 0.434
38 H 0.238
39 H 0.223
40 H 0.100
41 H 0.320
42 H 0.392
43 H 0.286
44 H 0.213
45 H 0.248
46 H 0.280
47 H 0.262
48 H 0.353
49 H 0.150
50 H 0.300
51 H 0.425
52 H 0.287
53 H 0.402
54 H 0.288
55 H 0.301
56 H 0.021
57 H 0.264
58 H 0.274
59 H 0.323
60 H -0.119
61 H 0.389
62 H 0.274
63 H 0.382
64 H 0.371
65 H 0.328
66 H 0.368

---

Molecular formula: C16H32N3O23S5
Method: DFT, ωB97M-V with the def2-TZVPD basis set

CARTESIAN COORDINATES (ANGSTROEM)
S (-2.352, 1.521, -3.464)
S (0.283, -3.322, 7.484)
S (1.062, -0.522, 1.152)
S (4.716, 4.075, 1.245)
S (4.418, 2.152, -3.252)
O (-7.449, -2.213, 2.117)
O (-1.875, 0.384, -4.516)
O (-1.537, 1.412, -2.288)
O (5.407, 5.471, 0.798)
O (1.671, -0.867, 2.401)
O (-1.148, -3.321, 7.526)
O (2.987, 2.114, -3.338)
O (5.663, 3.324, 2.009)
O (-1.859, 2.814, -4.307)
O (0.342, 0.920, 1.316)
O (-7.263, -4.523, 1.957)
O (-5.033, -2.134, -2.659)
O (-3.783, 1.529, -3.416)
O (5.023, 1.397, -4.553)
O (0.771, -2.026, 6.637)
O (1.095, -3.425, 8.658)
O (4.027, 3.530, 0.111)
O (0.160, -1.399, 0.458)
O (0.769, -4.457, 6.430)
O (4.888, 1.068, -2.139)
O (3.610, 4.699, 2.255)
O (2.227, -0.066, 0.127)
O (5.153, 3.361, -3.043)
N (-2.197, -3.619, 1.012)
N (-4.188, -3.786, -0.316)
N (-2.435, -1.911, -0.682)
C (-0.971, 2.385, -5.342)
C (1.661, -2.452, 5.606)
C (3.878, 6.088, 2.459)
C (-2.932, -3.087, -0.001)
C (1.213, 1.937, 0.810)
C (-5.252, -2.709, -0.171)
C (4.561, 6.555, 1.184)
C (-7.185, -3.414, 1.381)
C (5.844, 0.304, -4.134)
C (-3.518, -0.969, -1.127)
C (-1.469, 1.004, -5.739)
C (1.974, 1.271, -0.322)
C (1.173, -3.836, 5.211)
C (-4.950, -1.636, -1.311)
C (5.270, -0.140, -2.798)
C (-6.752, -3.285, -0.176)
H (5.993, -0.694, -2.199)
H (-4.382, -4.521, 0.389)
H (5.144, 7.464, 1.333)
H (0.300, -3.775, 4.554)
H (-6.585, -1.813, 2.389)
H (1.646, -1.751, 4.771)
H (2.952, 6.630, 2.653)
H (0.643, 2.803, 0.474)
H (3.834, 6.718, 0.383)
H (-0.984, 3.087, -6.175)
H (-3.189, -0.561, -2.153)
H (4.372, -0.748, -2.937)
H (-7.496, -2.588, -0.702)
H (-0.695, 0.411, -6.228)
H (-5.736, -0.794, -1.186)
H (0.038, 2.336, -4.923)
H (4.542, 6.183, 3.322)
H (-3.635, -0.039, -0.455)
H (-2.697, -3.966, 1.850)
H (6.868, 0.671, -4.022)
H (1.365, 1.216, -1.228)
H (5.825, -0.493, -4.878)
H (-5.064, -2.221, 0.858)
H (1.887, 2.238, 1.617)
H (2.911, 1.782, -0.545)
H (1.952, -4.424, 4.723)
H (-6.827, -4.339, -0.640)
H (-5.944, -2.447, -2.873)
H (-1.891, -1.404, 0.049)
H (2.670, -2.494, 6.025)
H (-1.172, -3.733, 0.895)
H (-2.342, 1.071, -6.394)

Values from the calculation:
HOMO (eV): -12.8
E_LUMO (eV): -3.63
Charge: +1
Orbital gap (eV): 9.15
Electronic energy (hartree): -4514.1947

Taken from the Mulliken analysis, the atomic charges in e are:
1 S 1.067
2 S 1.095
3 S 0.946
4 S 1.090
5 S 1.093
6 O -0.453
7 O -0.298
8 O -0.336
9 O -0.314
10 O -0.519
11 O -0.523
12 O -0.448
13 O -0.612
14 O -0.325
15 O -0.348
16 O -0.496
17 O -0.558
18 O -0.542
19 O -0.321
20 O -0.314
21 O -0.526
22 O -0.466
23 O -0.618
24 O -0.326
25 O -0.258
26 O -0.317
27 O -0.318
28 O -0.555
29 N -0.329
30 N -0.387
31 N -0.058
32 C -0.240
33 C -0.095
34 C -0.329
35 C 0.352
36 C -0.292
37 C 0.031
38 C -0.336
39 C 0.389
40 C -0.384
41 C -0.062
42 C -0.334
43 C 0.505
44 C -0.209
45 C -0.204
46 C -0.316
47 C -0.238
48 H 0.339
49 H 0.391
50 H 0.328
51 H 0.197
52 H 0.357
53 H 0.124
54 H 0.318
55 H 0.328
56 H 0.257
57 H 0.318
58 H -0.396
59 H 0.262
60 H 0.312
61 H 0.327
62 H 0.401
63 H 0.169
64 H 0.300
65 H 0.358
66 H 0.235
67 H 0.293
68 H 0.161
69 H 0.317
70 H 0.172
71 H 0.297
72 H -0.215
73 H 0.324
74 H 0.345
75 H 0.395
76 H 0.160
77 H 0.293
78 H 0.280
79 H 0.287

---

Number 1: F_max 4.272 eV Å⁻¹. Number 2: F_max 4.992 eV Å⁻¹.